Record 1
107
Properties=species:S:1:pos:R:3:mulliken_charge:R:1 method="wB97M-V/def2-TZVPD" homo_lumo_gap_ev="4.79 / 4.58" total_charge=-1 e_homo_ev="-3.19 / -3.50" relative_energy_kj_mol=174.16 e_lumo_ev="1.61 / 1.09" multiplicity=3 e_tot_ha=-3679.5282 s2=2.084
Ti 0.16270 -19.96068 14.04252 0.160
C 5.84146 -17.06719 11.92219 -0.600
C 6.36671 -18.35033 11.91970 -0.769
C 5.51865 -19.35612 12.43838 0.076
C 4.22083 -19.03495 12.71338 0.765
C 3.18746 -19.82034 13.38739 -0.966
N 3.46430 -21.04030 13.71841 -0.154
C 2.60729 -21.83852 14.45499 -1.516
C 3.00928 -23.12246 14.89940 0.289
C 4.19281 -23.85315 14.80484 -0.343
C 4.31373 -24.95931 15.56078 -0.489
C 3.25608 -25.42289 16.33624 -0.776
C 2.05982 -24.76655 16.43093 -0.443
C 1.92696 -23.57277 15.72349 1.312
C 0.92230 -22.52404 15.67780 -1.538
N -0.17699 -22.49794 16.48577 -0.366
C -1.02800 -21.47875 16.51623 -0.214
N -1.01358 -20.32971 15.82965 0.903
C -1.85182 -19.42864 16.43872 -0.152
N -2.00827 -18.19467 16.13502 -0.491
C -1.22931 -17.50992 15.28922 -0.944
N -0.20934 -17.95168 14.50874 0.723
C 0.37763 -16.85594 13.81478 -0.768
N 1.47531 -16.84138 13.10806 -0.547
C 2.28993 -17.80061 13.03466 -0.273
N 2.03731 -19.07227 13.55731 1.307
C 3.68680 -17.78344 12.50958 -0.162
C 4.49262 -16.76499 12.10336 -0.460
C -0.44286 -15.74089 14.13180 0.375
C -0.33015 -14.35696 13.66367 -0.484
C -1.27778 -13.45319 14.07915 -0.553
C -2.27906 -13.85838 15.01023 -0.673
C -2.34124 -15.16850 15.43400 -0.248
C -1.41019 -16.10629 15.03983 0.743
C -2.55028 -20.14448 17.51731 0.179
C -3.26115 -19.63951 18.59533 -0.813
C -3.52736 -20.53743 19.61154 -0.404
C -3.01265 -21.83660 19.66959 -0.648
C -2.27893 -22.33296 18.57227 -0.324
C -2.05155 -21.46977 17.53165 0.008
N 1.30096 -21.58040 14.83095 2.269
H 6.50252 -16.32380 11.49497 0.315
H 7.40322 -18.54036 11.64719 0.390
H 5.89344 -20.37017 12.60614 0.490
H 4.94932 -23.51152 14.07034 0.417
H 5.26187 -25.50161 15.45689 0.382
H 3.32559 -26.36799 16.90644 0.353
H 1.23096 -25.15358 16.98550 0.527
H 4.13236 -15.73829 12.05429 0.511
H 0.50984 -14.13413 12.98134 0.425
H -1.29218 -12.42292 13.80342 0.417
H -2.99499 -13.14688 15.40424 0.395
H -3.08457 -15.49435 16.10320 0.555
H -3.54093 -18.60397 18.68537 0.499
H -4.10239 -20.19811 20.43748 0.396
H -3.12715 -22.42541 20.57295 0.388
H -1.90753 -23.32785 18.59559 0.546
N 4.19558 -23.10986 19.05021 -0.416
C 3.77569 -21.89930 19.74353 -0.692
C 4.60337 -20.73047 19.20814 -0.396
N 4.83383 -20.80208 17.80907 -0.038
C 4.87052 -19.57678 17.06797 -0.284
C 4.01293 -18.37462 17.48312 -0.919
N 2.58132 -18.71392 17.40344 -0.425
H 4.97479 -23.59466 19.45903 0.161
H 3.40798 -23.72192 18.95229 0.161
H 3.89696 -21.94332 20.83610 0.325
H 2.72691 -21.70631 19.53856 0.287
H 5.60677 -20.70327 19.71865 0.246
H 4.19679 -19.74150 19.50243 0.226
H 4.41361 -21.64347 17.41163 0.265
H 4.59714 -19.88476 16.03643 0.052
H 5.89320 -19.13220 16.97749 0.201
H 4.28986 -17.51523 16.86702 0.485
H 4.33136 -18.03864 18.50764 0.416
H 2.38522 -19.02304 16.46609 -0.168
H 1.98359 -17.96463 17.61001 0.245
O -2.33220 -19.94442 13.04619 -0.526
C -1.82017 -20.76047 12.28735 -0.227
N -2.41173 -21.67246 11.40162 -0.132
C -1.39608 -22.73538 11.08604 2.958
C -0.08951 -21.96979 11.54813 -0.582
O 1.03053 -22.24849 11.15551 -0.689
N -0.44097 -20.94349 12.36523 0.434
C -1.31752 -23.01067 9.59488 -0.874
C -0.30231 -23.91213 9.17978 -0.143
C -0.12716 -24.28944 7.84618 -0.612
C -0.89740 -23.77782 6.81495 -0.695
C -1.78973 -22.77591 7.22243 -0.497
C -2.00687 -22.41089 8.55236 -0.541
C -1.62479 -23.98041 11.99237 -0.192
C -1.06250 -23.95134 13.27067 0.292
C -1.44741 -24.91861 14.16624 -0.483
C -2.43995 -25.83259 13.85551 -0.579
C -2.99838 -25.86608 12.59045 -0.811
C -2.60375 -24.90980 11.67878 -0.377
H -3.34474 -22.01096 11.61876 0.374
H 0.45359 -24.39184 9.87587 0.199
H 0.61056 -25.03790 7.65672 0.385
H -0.73000 -23.99495 5.78311 0.422
H -2.40228 -22.24208 6.48975 0.341
H -2.65187 -21.59595 8.73453 0.455
H -0.31487 -23.18407 13.54153 -0.176
H -0.98911 -24.90201 15.15834 0.340
H -2.71791 -26.51220 14.63726 0.414
H -3.80730 -26.55552 12.35006 0.378
H -3.05391 -24.87607 10.69461 0.419


Record 2
51
Properties=species:S:1:pos:R:3:mulliken_charge:R:1 method="wB97M-V/def2-TZVPD" homo_lumo_gap_ev=9.42 e_homo_ev=-9.01 relative_energy_kj_mol=136.51 e_lumo_ev=0.41 e_tot_ha=-1292.4879
C 0.90654 -3.48740 2.62057 -1.656
C -0.03209 -2.33553 2.47440 1.346
C -0.06180 -1.32507 3.42617 -1.149
C -0.88967 -0.22498 3.28970 -0.655
C -1.69683 -0.13261 2.16710 -0.033
N -2.53111 0.98591 2.00411 0.713
N -3.34197 1.43506 2.97264 -0.404
N -3.97753 2.42514 2.51226 -0.653
N -3.62491 2.69217 1.26393 -0.412
C -2.72036 1.80185 0.93092 0.552
C -1.99321 1.74300 -0.36785 -0.917
N -0.59803 1.38357 -0.23066 0.208
C 0.33537 2.32515 0.04665 0.152
O 0.06757 3.49830 0.16586 -0.671
C 1.77859 1.82242 0.10770 0.359
C 1.97174 0.47847 0.80499 -0.398
C 1.91670 -0.54935 -0.31528 0.161
O 1.79976 -1.74542 -0.16727 -0.626
N 2.02986 0.11431 -1.49787 0.374
C 2.02142 -0.46967 -2.77584 0.452
C 1.33388 -1.65820 -3.00832 -0.196
C 1.32115 -2.21604 -4.27277 -0.761
C 1.97927 -1.59721 -5.32179 -0.436
C 2.65633 -0.41172 -5.09531 -0.717
C 2.68098 0.15264 -3.83302 -0.337
C 2.27302 1.53374 -1.31970 -1.180
C -1.70003 -1.14643 1.21621 -0.419
C -0.87819 -2.25259 1.36070 1.302
C -0.88753 -3.33596 0.33169 -1.938
H 0.36669 -4.43294 2.61623 0.355
H 1.59928 -3.49294 1.77973 0.265
H 1.47322 -3.41211 3.54461 0.422
H 0.57987 -1.39521 4.29212 0.350
H -0.91524 0.55648 4.03266 0.531
H -2.48181 1.03780 -1.04663 0.426
H -2.04722 2.74740 -0.79897 0.417
H -0.35507 0.40575 -0.24767 -0.122
H 2.35945 2.62320 0.56800 0.486
H 2.95820 0.41624 1.27016 0.518
H 1.23264 0.25921 1.57536 -0.326
H 0.82042 -2.14755 -2.19819 0.402
H 0.78681 -3.13948 -4.43860 0.390
H 1.96488 -2.03495 -6.30810 0.390
H 3.17406 0.08014 -5.90518 0.381
H 3.22319 1.07154 -3.67552 0.413
H 3.34347 1.75646 -1.40571 0.484
H 1.73125 2.11267 -2.07161 0.575
H -2.36820 -1.08065 0.36844 0.440
H 0.10646 -3.43118 -0.10246 0.333
H -1.14627 -4.29204 0.78407 0.426
H -1.60383 -3.12023 -0.45758 0.381


Record 3
22
Properties=species:S:1:pos:R:3:mulliken_charge:R:1 method="wB97M-V/def2-TZVPD" homo_lumo_gap_ev=9.85 e_homo_ev=-9.01 relative_energy_kj_mol=55.94 e_lumo_ev=0.84 e_tot_ha=-743.7125
C -0.50456 -1.88664 -2.00160 -0.917
N -0.47685 -0.65236 -1.24107 -0.235
C -0.30817 -0.81074 0.21435 -0.930
C 0.39795 0.44517 0.73936 0.130
N 0.23590 0.55773 2.17294 -0.573
C 1.81397 0.52503 0.16584 -0.828
S 2.36900 2.21876 -0.17120 -0.235
H 0.05126 -1.75807 -2.93842 0.288
H -1.49473 -2.28555 -2.18786 0.343
H 0.02179 -2.69812 -1.49110 0.320
H -1.36477 -0.19143 -1.41957 0.237
H -1.23205 -1.02627 0.74777 0.395
H 0.29955 -1.70483 0.36041 0.467
H -0.15753 1.24523 0.26965 0.236
H 0.35155 1.51937 2.47064 0.257
H 0.95220 0.03492 2.66594 0.263
H 2.53076 0.21338 0.92493 0.344
H 1.95897 -0.13626 -0.68361 0.296
H 1.80087 2.41102 -1.36981 0.114
O -2.80334 1.44944 1.08536 -0.653
H -2.38574 1.57606 0.22064 0.319
H -2.05600 0.95415 1.46640 0.361


Record 4
74
Properties=species:S:1:pos:R:3:mulliken_charge:R:1 method="wB97M-V/def2-TZVPD" homo_lumo_gap_ev=11.23 e_homo_ev=-10.83 relative_energy_kj_mol=54.64 e_lumo_ev=0.39 e_tot_ha=-2137.2678
C -2.13913 -0.81072 1.69180 -0.925
C -0.69559 -1.23623 1.86473 0.129
O 0.17525 -0.12329 1.52895 -0.236
C 0.89183 -0.20815 0.42550 0.224
O 0.87910 -1.09119 -0.38113 -0.503
C 1.85893 0.98252 0.24854 0.955
F 1.56353 1.62375 -0.88788 -0.264
F 1.77479 1.86161 1.25571 -0.226
F 3.11338 0.54803 0.16670 -0.242
H -2.26045 0.26476 1.84242 0.209
H -2.82375 -1.34194 2.34832 0.411
H -2.45364 -0.95150 0.65397 0.178
H -0.47361 -2.04822 1.17741 -0.020
H -0.42549 -1.50325 2.88213 0.288
C 0.03572 -3.76472 -1.88385 -1.075
C -1.22026 -4.62194 -1.95987 -0.239
O -1.72107 -4.57277 -3.28412 -0.254
C -2.01126 -5.73288 -3.87631 0.778
O -1.94430 -6.82844 -3.37720 -0.579
O -2.38764 -5.46320 -5.11467 -0.336
C -2.76550 -6.57355 -5.91767 -0.679
H 0.28128 -3.52581 -0.85072 0.273
H -0.11031 -2.80369 -2.37806 0.277
H 0.88636 -4.26467 -2.34667 0.359
H -1.93481 -4.24497 -1.22375 0.281
H -0.95911 -5.62589 -1.63009 0.362
H -2.35396 -7.47905 -5.47738 0.360
H -2.50259 -6.36665 -6.94783 0.217
H -3.85642 -6.67454 -5.89110 0.259
C -4.51736 -1.73318 -1.92830 -0.955
C -4.75881 -0.39314 -2.57760 -0.350
O -3.72469 0.48818 -2.16210 -0.162
C -3.98429 1.79167 -2.20471 0.641
O -4.98040 2.31405 -2.61928 -0.564
O -2.92839 2.42951 -1.68751 -0.232
C -3.03214 3.85370 -1.68902 -0.692
H -3.59255 -2.15740 -2.32826 0.198
H -5.33331 -2.43438 -2.09795 0.427
H -4.37133 -1.68570 -0.84692 0.199
H -5.76209 -0.00442 -2.38264 0.363
H -4.78409 -0.51945 -3.66589 0.293
H -3.96219 4.16774 -1.22499 0.317
H -2.96460 4.23420 -2.70970 0.310
H -2.15927 4.22714 -1.16135 0.209
C 6.29667 3.39338 1.99355 -1.184
C 5.95347 2.33556 0.95662 0.385
O 6.23750 2.77433 -0.37721 -0.335
C 7.16118 2.08286 -1.04415 0.742
O 7.89759 1.24505 -0.59840 -0.562
O 7.13990 2.49095 -2.31224 -0.335
C 8.13780 1.90738 -3.15815 -0.625
H 6.98435 3.05551 2.76894 0.293
H 5.41706 3.74734 2.53256 0.324
H 6.74983 4.25364 1.49864 0.332
H 4.87835 2.15982 0.95486 -0.215
H 6.42380 1.38683 1.19976 0.373
H 8.04073 2.36086 -4.13685 0.222
H 7.94106 0.83680 -3.24280 0.288
H 9.12884 2.04750 -2.73352 0.291
C -1.46494 3.88160 3.68254 -1.145
C -0.37818 2.91635 4.07261 -0.010
O -0.88707 1.82606 4.85005 -0.263
C -1.09840 2.07100 6.15778 0.645
O -0.82685 3.08859 6.72214 -0.564
O -1.64800 1.02551 6.76641 -0.342
C -2.12416 -0.08137 6.02327 -0.412
H -2.14772 3.43287 2.95741 0.266
H -1.05377 4.78397 3.22475 0.380
H -2.04557 4.24476 4.53088 0.353
H 0.39344 3.44644 4.63221 0.379
H 0.07695 2.44980 3.20270 0.061
H -2.41977 -0.84264 6.73862 0.305
H -1.35575 -0.50542 5.37361 0.101
H -2.97409 0.18271 5.39171 0.266


Record 5
24
Properties=species:S:1:pos:R:3:mulliken_charge:R:1 method="wB97M-V/def2-TZVPD" homo_lumo_gap_ev=1.70 total_charge=+1 e_homo_ev=-7.30 relative_energy_kj_mol=771.03 e_lumo_ev=-5.61 e_tot_ha=-789.1558
Li -37.72506 -15.89963 -7.62221 0.774
Li -36.03341 -18.38143 -12.37580 0.650
Li -40.28604 -18.36434 -10.56870 0.542
Li -36.46847 -20.70537 -8.89620 0.624
C -32.65028 -17.12283 -3.97269 -0.534
C -33.15648 -17.61007 -5.23948 0.414
C -32.68266 -19.09293 -5.69020 0.421
O -33.03578 -19.64689 -6.76214 -0.690
C -31.89796 -19.86531 -4.75202 -0.189
C -31.46013 -19.35507 -3.55281 0.413
C -31.85975 -17.91576 -3.14674 0.338
O -31.46331 -17.41750 -2.03822 -0.605
O -30.91235 -20.27928 -2.78698 -0.577
O -34.00213 -16.99151 -5.91921 -0.694
H -32.92625 -16.11260 -3.70874 0.430
H -31.69913 -20.89621 -5.00521 0.449
O -37.34502 -18.04901 -9.50463 -0.909
H -36.59200 -17.81057 -8.92962 0.096
O -33.36094 -16.96591 -10.87775 -0.625
H -32.97867 -16.15788 -11.22009 0.324
H -33.52474 -16.78093 -9.95300 0.327
O -39.10344 -19.06959 -13.64698 -0.649
H -39.24224 -18.80985 -14.55774 0.327
H -39.06370 -20.02560 -13.67346 0.344


Sequential F_max output: 4.0 1.6 1.3 1.7 5.4 eV/Å